{"formula": "C24H43BIN7Pd", "method": "wB97M-V/def2-TZVPD", "de_lowest_kj_mol": 0.0, "homo_ev": 0.14, "charge": -2, "elements": ["Pd", "C", "C", "C", "C", "N", "N", "B", "N", "N", "C", "C", "C", "C", "C", "C", "C", "C", "N", "N", "C", "C", "C", "C", "C", "C", "C", "C", "C", "C", "C", "C", "H", "H", "H", "H", "H", "H", "H", "H", "H", "H", "H", "H", "H", "H", "H", "H", "H", "H", "H", "H", "H", "H", "H", "H", "H", "H", "H", "H", "H", "H", "H", "H", "H", "H", "H", "H", "H", "H", "H", "H", "N", "H", "H", "H", "I"], "xyz": [[-0.7937, 0.9281, -1.6431], [0.7807, -1.7187, 3.9522], [0.2567, -0.4909, 3.2787], [-0.2485, 0.6534, 3.8530], [-0.5898, 1.4810, 2.7582], [-0.3174, 0.8720, 1.6197], [0.1969, -0.3369, 1.9345], [0.6924, -1.3452, 0.8689], [1.8292, -0.7469, 0.0007], [1.7096, 0.4657, -0.5855], [2.8915, 0.7732, -1.0844], [3.8174, -0.2636, -0.8185], [3.0995, -1.2045, -0.1166], [3.5698, -2.5128, 0.4320], [3.1696, 2.0738, -1.8106], [4.4730, 2.6650, -1.2539], [3.3575, 1.7896, -3.3081], [2.0325, 3.0809, -1.6279], [-0.4757, -1.9832, 0.0636], [-1.3766, -1.2864, -0.6772], [-2.3062, -2.1455, -1.0641], [-2.0067, -3.4363, -0.5852], [-0.8299, -3.2910, 0.1152], [-0.0620, -4.3548, 0.8339], [-3.5026, -1.7103, -1.8856], [-3.0742, -1.3452, -3.3089], [-4.5186, -2.8531, -1.9490], [-4.1489, -0.4873, -1.2253], [-1.2322, 2.8501, 2.8015], [-0.9243, 3.6409, 1.5324], [-2.7523, 2.6710, 2.9254], [-0.7136, 3.6153, 4.0240], [0.6841, -1.6035, 5.0333], [0.2292, -2.6111, 3.6516], [1.8324, -1.8948, 3.7179], [-0.3457, 0.8529, 4.9087], [1.1800, -2.2555, 1.4811], [4.8589, -0.3255, -1.0945], [4.6018, -2.6821, 0.1198], [3.5318, -2.5354, 1.5230], [2.9642, -3.3441, 0.0712], [5.3312, 2.0206, -1.4637], [4.6610, 3.6430, -1.7078], [4.4002, 2.7935, -0.1725], [4.0348, 0.9472, -3.4705], [2.3986, 1.5577, -3.7747], [3.7702, 2.6709, -3.8096], [2.1243, 3.6078, -0.6749], [2.0342, 3.8173, -2.4350], [1.0574, 2.5846, -1.6287], [-2.5551, -4.3524, -0.7322], [-0.5476, -5.3172, 0.6620], [0.9666, -4.4258, 0.4811], [-0.0216, -4.1780, 1.9098], [-2.5937, -2.1937, -3.8042], [-3.9478, -1.0396, -3.8932], [-2.3731, -0.5103, -3.2993], [-4.0947, -3.7338, -2.4395], [-4.8570, -3.1444, -0.9504], [-5.3896, -2.5327, -2.5267], [-3.4351, 0.3401, -1.1972], [-5.0222, -0.1670, -1.8018], [-4.4623, -0.7194, -0.2025], [-1.1276, 3.0431, 0.6405], [-1.5396, 4.5438, 1.4836], [0.1294, 3.9280, 1.4986], [-3.1423, 2.1964, 2.0236], [-3.0037, 2.0426, 3.7839], [-3.2437, 3.6422, 3.0445], [0.3758, 3.6852, 3.9989], [-1.1247, 4.6294, 4.0291], [-1.0026, 3.1285, 4.9593], [0.5821, -1.2416, -3.4030], [1.5343, -0.9299, -3.2247], [-0.0046, -0.4883, -2.9676], [0.4512, -2.0276, -2.7677], [-1.9027, 2.5312, -3.6292]], "lowdin_charge": [-0.143, -0.045, -0.292, -0.005, -0.276, 0.153, 0.028, -0.495, 0.028, 0.126, -0.276, -0.006, -0.294, -0.042, -0.545, -0.075, -0.056, -0.065, 0.034, 0.109, -0.264, 0.000, -0.292, -0.043, -0.554, -0.076, -0.086, -0.067, -0.559, -0.058, -0.055, -0.075, 0.067, 0.062, 0.070, 0.088, 0.092, 0.092, 0.068, 0.068, 0.062, 0.065, 0.074, 0.081, 0.073, 0.085, 0.073, 0.073, 0.079, 0.017, 0.089, 0.069, 0.060, 0.060, 0.080, 0.076, -0.013, 0.071, 0.076, 0.073, 0.038, 0.076, 0.078, 0.062, 0.077, 0.079, 0.088, 0.075, 0.072, 0.082, 0.073, 0.065, 0.004, -0.027, -0.066, -0.018, -0.419]}